#one
Formula: C5H12S2
Source: OMol25
Level of theory: ωB97M-V with the def2-TZVPD basis set

Atoms and positions in Å:
C 0.42384 -1.53965 -0.93006
C 1.87790 -0.96013 -0.88860
C -0.28607 -1.16912 -2.22524
S -0.69918 0.60111 -1.95406
S 0.45161 -0.05146 2.11973
C -1.01098 0.86742 1.54303
C -1.02724 2.30921 2.18001
H -0.11666 -1.22166 -0.01428
H 0.78206 -2.68580 -0.78507
H 2.00853 0.23998 -1.17265
H 2.53263 -1.59864 -1.59620
H 2.14379 -1.11458 0.20260
H 0.26002 -0.88187 -3.14420
H -1.21993 -1.74706 -2.41143
H -1.02048 0.87283 0.46998
H -1.97315 0.29657 1.67349
H -0.70638 2.19197 3.27896
H -2.08479 2.70258 2.01796
H -0.33551 2.88829 1.63606

HOMO-LUMO gap: 4.07 eV
Total charge: 0
HOMO: -0.295 hartree



#two
Formula: C5H12S2
Source: OMol25
Level of theory: ωB97M-V with the def2-TZVPD basis set

Atoms and positions in Å:
C -1.97977 -1.50208 -2.02855
C -2.42867 -1.29813 -0.59976
C -1.22401 -1.01961 0.42283
S 0.38884 -0.96431 -0.47153
S 1.41809 0.84235 -0.16618
C 0.67977 1.32274 1.43197
C 1.56872 2.50415 1.88072
H -1.15891 -2.18476 -2.26025
H -2.74682 -1.71556 -2.65129
H -1.69134 -0.46692 -2.41372
H -3.09953 -0.43369 -0.52865
H -3.02614 -2.02814 -0.08195
H -1.25679 -1.83872 1.10661
H -1.43131 -0.18183 1.08038
H 0.73205 0.60721 2.27761
H -0.31409 1.65612 1.18163
H 1.19504 3.50294 1.49252
H 1.66271 2.66651 2.90646
H 2.52787 2.32583 1.45074

Structure (SMILES): CCCSSCC
HOMO-LUMO gap: 8.52 eV
Total charge: 0
HOMO: -0.285 hartree



Q: Which of them is the most stable? A: #two.



#one
Formula: C4H6NO
Source: OMol25
Level of theory: ωB97M-V with the def2-TZVPD basis set

Atoms and positions in Å:
C 0.92419 -0.82370 0.06973
C -1.28034 -0.32218 -2.46770
C 0.21712 -0.01380 -0.69515
C 0.39984 0.74627 2.08591
N 0.80664 0.31695 0.76800
O -0.77198 0.32172 -1.42567
H 1.61215 -1.67303 0.19687
H -2.00946 0.22235 -3.03911
H -0.98502 -1.37593 -2.77715
H 1.00464 0.13903 2.86858
H -0.72906 0.60723 2.28158
H 0.81129 1.85510 2.13412

HOMO-LUMO gap (alpha / beta): 7.19 / 8.71 eV
Total charge: +1
HOMO (alpha / beta): -0.484 / -0.509 hartree



#two
Formula: C4H6NO
Source: OMol25
Level of theory: ωB97M-V with the def2-TZVPD basis set

Atoms and positions in Å:
C 2.82458 0.58942 0.75316
C -0.78537 -0.92518 -1.58721
C 1.85752 -0.34463 0.38508
C 0.55107 -0.15568 0.28442
N -0.03336 1.09678 1.04994
O 3.55743 1.42569 1.03387
H -1.72284 -1.42285 -1.28513
H -0.10890 -1.47923 -2.14036
H 2.31275 -1.31326 0.09306
H -1.10538 1.16690 0.72885
H 0.50293 1.93028 0.77949
H -0.07182 0.95501 2.05626

HOMO-LUMO gap (alpha / beta): 8.24 / 6.25 eV
Total charge: +1
HOMO (alpha / beta): -0.487 / -0.429 hartree



Q: Which of them is the most stable? A: #one.



#one
Formula: C5H7NO4
Source: OMol25
Level of theory: ωB97M-V with the def2-TZVPD basis set

Atoms and positions in Å:
O -2.65760 1.47804 0.08861
C -2.14159 0.39733 0.28522
N -0.80264 0.22036 0.49810
C 0.34283 1.09737 0.58086
O 0.44302 2.28538 0.49610
C 1.20836 -0.07657 1.07716
O 1.78979 -0.79597 -0.00784
C 0.68122 -1.72570 -0.05688
C -0.07289 -0.94123 1.02158
H -2.71487 -0.54803 0.32697
H 1.85357 0.06906 1.94959
H 0.99482 -2.72642 0.26706
H 0.20840 -1.76873 -1.04642
H -0.52273 -1.44779 1.87755
O 0.79487 1.27698 -2.42396
H 0.74805 2.20573 -2.66824
H -0.15260 1.00018 -2.26546

Structure (SMILES): O=CN1C(=O)[C@@H]2OC[C@@H]21.O
HOMO-LUMO gap: 10.34 eV
Total charge: 0
HOMO: -0.365 hartree



#two
Formula: C5H7NO4
Source: OMol25
Level of theory: ωB97M-V with the def2-TZVPD basis set

Atoms and positions in Å:
N -1.02517 -0.05726 1.81897
C -0.20620 -0.11361 0.66164
C 0.54520 1.17298 0.21217
O 1.55712 0.94341 1.24097
C 1.34971 -0.38468 0.66998
C 1.34796 0.24148 -0.73716
O 0.53333 -0.45009 -1.65426
C -0.85173 -0.83943 -0.50081
O -1.25132 -1.97343 -0.52795
H -1.28152 -0.98473 2.14556
H -0.53530 0.42034 2.57021
H 0.12955 2.17128 0.04590
H 1.91581 -1.22821 1.07807
H 2.29209 0.61906 -1.13987
O -1.73213 0.34012 -1.57134
H -0.44580 0.34689 -2.25066
H -2.34160 -0.22412 -2.06141

HOMO-LUMO gap: 10.25 eV
Total charge: 0
HOMO: -0.355 hartree



Q: Which of them is the most stable? A: #one.



#one
Formula: H41O20
Source: OMol25
Level of theory: ωB97M-V with the def2-TZVPD basis set

Atoms and positions in Å:
O -1.22065 -1.47439 0.91410
H -1.30992 -2.36400 0.55268
O 2.51183 0.75722 0.88840
H 2.91488 0.86939 0.02238
H 1.68533 1.24039 0.81394
O -1.52722 0.91528 4.23570
H -1.08318 0.45478 4.94149
H -2.11240 1.61087 4.51553
O 3.51238 -0.23384 -1.53163
H 2.60268 0.05643 -1.72136
H 4.00112 0.26525 -2.19248
O 5.10404 1.56487 1.29952
H 1.87041 -1.85826 -0.92493
H 5.27530 1.73167 2.23514
O 1.13767 -1.71833 -0.32478
H -0.28684 -4.34211 -1.63089
H 1.50075 -1.32644 0.48095
O 0.32354 -4.54257 -0.93588
H 0.86631 -3.93065 -0.44654
H 3.37087 2.55152 0.63861
O -3.93708 0.32784 -1.73575
H -3.00089 0.15777 -1.95128
H -4.34190 0.12118 -2.57996
O -4.56974 2.93290 -0.51828
H -3.71629 2.98253 -1.18598
H 5.25970 0.61328 1.18034
O -1.13305 0.63212 -1.93058
H -0.78031 1.58094 -1.73332
H -0.51350 0.14815 -1.35923
O -0.79394 1.20632 1.25093
H -1.26679 1.77102 1.87658
H -0.80741 0.31218 1.61012
O 3.26716 -0.72595 3.25931
H 3.25998 0.23466 3.20549
H 3.99802 -1.01648 3.80531
O 3.03156 -4.63544 -0.43296
H 3.95230 -4.32959 -0.59470
H 2.66149 -4.69329 -1.31226
O -0.48822 1.57884 -4.57789
H -0.49806 0.62905 -4.39825
H -1.23882 1.87717 -5.12320
O -3.23879 1.23081 0.54766
H -2.23374 1.01952 0.68459
H -3.63242 0.40683 0.86247
O -2.65827 3.20383 -1.99570
H -2.66867 3.80172 -2.73958
H -1.73852 3.17884 -1.64734
O -1.97072 -4.01589 -0.07906
H -1.38107 -4.74124 0.17877
H -2.85342 -4.21673 0.22873
O 3.13487 3.31661 0.08126
H -3.95287 1.85914 -0.15620
H 3.59231 4.09584 0.40038
O -0.64831 -3.44558 3.37912
H -0.57737 -3.50108 2.42980
H 0.12979 -3.77435 3.81848
O 0.01728 3.05900 -1.68962
H 0.42094 2.96494 -0.81795
H 0.52007 3.82804 -2.02519
H -1.24110 -0.91495 0.13277
H -5.23077 2.50912 -1.09324

HOMO-LUMO gap: 10.52 eV
Total charge: +1
HOMO: -0.482 hartree



#two
Formula: H41O20
Source: OMol25
Level of theory: ωB97M-V with the def2-TZVPD basis set

Atoms and positions in Å:
O 3.31041 -1.56113 -0.52536
H -0.62453 4.05907 2.27662
O -3.39932 -0.06727 -2.87483
H -4.12127 -0.30461 -3.42141
H -3.48418 -0.74177 -2.17747
O -1.03267 -3.89570 0.27498
H -0.55683 -3.51871 0.99461
H -0.70048 -4.71235 0.08744
O 0.27797 -2.38989 -5.16242
H -0.40229 -2.22687 -5.67555
H -2.69940 -3.05540 0.54666
O -2.21670 -0.66279 5.17364
H 0.02589 3.42997 -2.34422
H 0.87381 -1.95946 -4.67037
O 0.61860 2.75172 -1.85754
H 0.35406 -2.29714 2.99237
H 0.12213 2.79684 -0.99757
O 0.94347 0.28599 -0.41444
H -4.42053 -2.86708 0.84862
H 1.66135 -2.67441 2.33503
O -3.05284 4.23833 -1.97357
H -3.32474 5.09913 -1.55710
H -3.84032 3.66981 -2.08763
O 3.39678 0.60391 -1.85352
H 2.84872 1.35811 -2.10924
H -1.70839 0.13877 5.12670
O -3.29182 0.53727 1.55599
H -4.10864 -0.06422 1.74757
H -3.55478 1.19200 2.06937
O -1.12249 -1.05271 1.04173
H -2.01541 -1.17962 1.00626
H 1.06059 0.81145 -1.35891
O 0.95518 4.60104 0.90803
H 0.95744 5.09518 1.69556
H 1.88292 4.25904 0.82368
O 2.24925 0.69359 -4.48430
H 1.79875 1.34513 -5.05006
H 2.91868 1.05845 -3.90924
O -0.52244 3.10645 2.43268
H 4.44044 1.18901 2.57961
H -0.12523 3.04363 1.55374
O -3.47887 -2.31188 0.66946
H -0.94255 0.01432 0.69955
H 2.47688 -1.46623 -0.96558
O 4.21708 0.81346 1.65415
H 0.88083 -1.49761 -0.78180
H 4.18716 1.89614 1.56573
O 0.97638 -2.27843 -0.03470
H 0.28017 -1.78475 0.90931
H 1.94772 -2.28894 0.31945
O 1.04954 -1.95627 2.45113
H 3.92152 -0.81625 -0.58613
H 1.74565 0.53253 0.22769
O -2.10084 1.97632 -1.03846
H -2.49845 2.84413 -1.00869
H -2.75735 1.36932 -1.52388
O 2.22386 -3.80580 3.88101
H 1.84595 -4.61407 3.88257
H 3.02705 -3.67085 4.22337
H -1.67305 -1.34084 4.95249
H 4.29639 0.86942 -1.82845

HOMO-LUMO gap: 10.04 eV
Total charge: +1
HOMO: -0.468 hartree



Q: Which of them is the most stable? A: #one.



#one
Formula: H3N3O
Source: OMol25
Level of theory: ωB97M-V with the def2-TZVPD basis set

Atoms and positions in Å:
N -1.88883 0.99285 -0.14526
N -1.98848 -0.10572 -0.11235
O -2.17886 -1.22323 -0.05899
N 1.33313 0.04246 -0.09500
H 1.27399 -0.81881 0.33072
H 1.27287 0.82513 0.50560
H 2.17618 0.28732 -0.42473

Structure (SMILES): N#[N+][O-].N
HOMO-LUMO gap: 11.45 eV
Total charge: 0
HOMO: -0.378 hartree



#two
Formula: H3N3O
Source: OMol25
Level of theory: ωB97M-V with the def2-TZVPD basis set

Atoms and positions in Å:
N -0.14279 -1.37159 -1.88534
N 0.56147 -1.48997 -1.04184
O 1.31276 -1.61395 -0.17806
N -0.42563 1.18013 0.49653
H 0.50204 1.18706 0.90613
H -0.82408 0.26431 0.68059
H -0.98378 1.84401 1.02198

Structure (SMILES): N#[N+][O-].N
HOMO-LUMO gap: 11.42 eV
Total charge: 0
HOMO: -0.381 hartree



#three
Formula: H3N3O
Source: OMol25
Level of theory: ωB97M-V with the def2-TZVPD basis set

Atoms and positions in Å:
N -3.28626 0.93923 -0.07504
N -1.94431 -0.89985 0.26105
N -2.60829 0.04611 0.01651
O 0.85101 0.28181 0.13066
H -0.01308 0.20203 0.57246
H -1.53720 -1.49965 -0.34132
H 0.78771 0.05936 -0.84459

HOMO-LUMO gap: 11.40 eV
Total charge: 0
HOMO: -0.390 hartree



Q: Which of them is the most stable? A: #two.



#one
Formula: H3N3O
Source: OMol25
Level of theory: ωB97M-V with the def2-TZVPD basis set

Atoms and positions in Å:
N 2.44764 -0.32067 -0.36026
N 3.36498 0.00641 0.17136
N -1.77843 0.09686 -0.12711
O -0.70433 -0.80726 0.00209
H -1.97545 0.44374 0.80922
H -1.45892 0.87827 -0.69246
H 0.10451 -0.29735 0.19717

Structure (SMILES): N#N.NO
HOMO-LUMO gap: 10.90 eV
Total charge: 0
HOMO: -0.364 hartree



#two
Formula: H3N3O
Source: OMol25
Level of theory: ωB97M-V with the def2-TZVPD basis set

Atoms and positions in Å:
N 0.10255 -0.60263 -0.09994
N 1.03283 0.47600 -0.17103
N -1.12265 -0.14776 -0.12076
O 1.32458 0.02361 1.07563
H 1.75787 0.18046 -0.85299
H -1.27100 0.86326 -0.05115
H -1.82417 -0.79293 0.22024

HOMO-LUMO gap (alpha / beta): 9.07 / 9.08 eV
Total charge: 0
HOMO (alpha / beta): -0.322 / -0.322 hartree



Q: Which of them is the most stable? A: #one.